89
Properties=species:S:1:pos:R:3 method="wB97M-V/def2-TZVPD" lumo_ev="0.47 / 0.46" total_charge=0 energy_ev=-88877.223 multiplicity=2 de_lowest_ev=0.000 homo_lumo_gap_ev="8.3 / 8.3" mol_weight_g_mol=744.66
Yb -0.0636 0.2161 0.5082
C 1.3949 -1.6858 -0.6157
C 2.1134 -0.4669 -0.8960
C 1.2817 0.3067 -1.8006
C 0.0920 -0.4677 -1.9809
C 0.1314 -1.6707 -1.2402
C -0.8208 -2.8488 -1.4119
C -0.9638 -3.6417 -0.0908
C -0.2432 -3.8139 -2.4830
C -2.2182 -2.4324 -1.8429
C 1.5191 1.6087 -2.5601
C 1.7096 2.7876 -1.5631
C 0.3321 1.9522 -3.4987
C 2.7348 1.4834 -3.4736
C 3.6449 -0.4299 -0.5427
C 3.8832 -1.1771 0.7744
C 4.3316 0.9130 -0.4321
C 4.3437 -1.2681 -1.6240
H 1.8023 -2.5566 -0.1007
H -0.6618 -0.2331 -2.7156
H 0.0160 -3.9258 0.2959
H -1.5082 -4.5822 -0.2675
H -1.4991 -3.0093 0.6221
H 0.7870 -4.1071 -2.2495
H -0.2641 -3.2972 -3.4333
H -0.8790 -4.7171 -2.5183
H -2.6843 -1.7292 -1.1510
H -2.8595 -3.3047 -1.9183
H -2.1999 -1.9747 -2.8287
H 0.7488 3.0362 -1.0682
H 2.0160 3.6591 -2.0980
H 2.4562 2.5360 -0.8258
H -0.5752 2.1538 -2.9155
H 0.1550 1.1825 -4.2209
H 0.5959 2.8540 -4.0349
H 3.5938 1.1279 -2.9617
H 2.9963 2.4614 -3.9098
H 2.6070 0.7720 -4.3046
H 3.2418 -0.7780 1.5407
H 4.9426 -1.0698 1.0733
H 3.6650 -2.2537 0.6644
H 3.9104 1.5138 0.4040
H 4.2621 1.4559 -1.3696
H 5.3939 0.7772 -0.1958
H 3.9243 -2.2826 -1.6589
H 5.3995 -1.3391 -1.3533
H 4.2243 -0.8365 -2.6216
N -1.4666 0.5503 3.1655
N -2.7597 -0.0191 2.9354
C -2.8232 -0.9473 1.8573
O -3.7838 -1.7148 1.9226
O -1.9710 -0.8145 0.9504
H -0.9431 0.0322 3.8839
H -1.5872 1.5096 3.4555
H -3.2758 -0.3586 3.7460
B 2.3641 1.2345 3.0906
N 1.7501 -0.1914 3.2717
C 1.9359 -1.0220 4.2923
C 1.2746 -2.2158 4.0141
C 0.6647 -1.9933 2.7738
N 0.9802 -0.7649 2.3565
N 1.1482 2.1761 2.9734
C 0.8057 3.1134 3.8521
C -0.1977 3.8974 3.3165
C -0.4061 3.3519 2.0489
N 0.4340 2.2984 1.8438
H 3.0406 1.5444 4.0339
H 2.9884 1.3277 2.0326
H 2.6208 -0.7325 5.0720
H 1.2093 -3.0671 4.6431
H 0.0451 -2.6236 2.1897
H 1.2869 3.2017 4.8094
H -0.6292 4.7921 3.7372
H -1.1149 3.6786 1.2989
C -3.9499 0.6549 -2.7928
N -4.2773 0.8507 -1.3541
C -5.6564 0.6787 -0.8588
C -5.4837 0.6471 0.6406
N -4.2091 1.3409 0.7629
C -3.5303 1.3321 -0.3841
S -1.9819 1.9388 -0.6308
H -4.2151 -0.3671 -3.0892
H -2.8932 0.8832 -2.9503
H -4.5700 1.3443 -3.3797
H -6.0913 -0.2183 -1.2470
H -6.2434 1.5349 -1.2283
H -5.3706 -0.3789 1.0092
H -6.2477 1.2099 1.1852
H -3.6803 1.4078 1.6447